[1]
# C23H41AlBrP2

A structure of composition C23H41AlBrP2 in a non-equilibrium geometry (ωB97M-V/def2-TZVPD, the OMol25 dataset).

Last column: natural (NBO) charge in e.
Positions of all 68 atoms, in Å:
Al -0.999 -1.041 1.903  1.63
C -2.074 2.517 2.707  -0.05
C -2.630 2.368 1.390  -0.04
C -2.630 0.260 2.405  -0.50
C -2.074 1.292 3.340  -0.02
C -3.012 1.048 1.209  -0.02
C -1.637 3.816 3.284  -0.64
H -1.079 4.388 2.533  0.21
H -0.992 3.667 4.157  0.22
H -2.493 4.430 3.598  0.24
C -1.766 1.064 4.770  -0.65
H -0.917 1.682 5.105  0.22
H -1.526 0.013 4.970  0.22
H -2.631 1.349 5.397  0.23
C -3.627 -0.759 2.938  -0.63
H -4.523 -0.233 3.325  0.23
H -3.192 -1.360 3.755  0.23
H -3.967 -1.450 2.146  0.21
C -3.831 0.547 0.089  -0.65
H -4.795 1.088 0.078  0.24
H -4.052 -0.524 0.177  0.22
H -3.337 0.726 -0.875  0.20
C -2.850 3.473 0.421  -0.65
H -3.876 3.878 0.474  0.24
H -2.683 3.118 -0.603  0.21
H -2.161 4.308 0.616  0.22
C 1.085 -0.081 1.885  -0.55
C 0.947 1.269 1.588  0.10
C 0.736 1.903 0.283  -0.47
C 0.538 0.990 -0.979  -0.59
C -0.535 0.022 -0.999  0.20
C -0.609 -1.159 -0.224  -0.66
C 0.713 -1.902 0.130  -0.45
C 1.736 -1.038 0.886  -0.47
H 1.574 2.589 0.051  0.27
H 1.512 0.477 -1.211  0.28
H -0.145 2.564 0.378  0.27
H 2.420 -0.505 0.187  0.24
H 1.335 -0.291 2.934  0.27
H 0.906 1.943 2.444  0.24
H 2.381 -1.732 1.453  0.25
H 0.483 -2.795 0.744  0.24
H -1.398 -1.843 -0.576  0.27
H 1.174 -2.289 -0.792  0.25
H 0.395 1.670 -1.837  0.24
H -1.321 0.181 -1.750  0.23
P 3.134 -0.733 -1.869  0.83
C 4.806 -1.063 -1.213  -0.94
C 3.554 0.414 -3.246  -0.93
P 0.926 -2.407 -3.127  0.77
C 2.752 -2.294 -2.735  -1.05
C 1.019 -1.658 -4.830  -0.92
C 1.033 -4.160 -3.728  -0.92
H 4.777 -1.942 -0.561  0.24
H 5.133 -0.193 -0.629  0.24
H 5.509 -1.234 -2.038  0.23
H 4.395 0.009 -3.824  0.23
H 3.863 1.371 -2.800  0.24
H 2.703 0.603 -3.912  0.24
H 1.835 -4.290 -4.466  0.23
H 0.073 -4.436 -4.180  0.24
H 1.219 -4.816 -2.874  0.23
H 3.005 -3.138 -2.068  0.26
H 3.367 -2.370 -3.649  0.25
H 0.117 -1.950 -5.379  0.24
H 1.896 -2.021 -5.376  0.22
H 1.048 -0.567 -4.774  0.22
Br -0.736 -2.765 3.375  -0.43

Output
Lowest unoccupied orbital energy: -4.3 eV
Total charge: +1
Kohn-Sham gap: 0.206 hartree

***

[2]
# C23H41Br3FINO4P

The molecule C23H41Br3FINO4P in a non-equilibrium geometry (ωB97M-V/def2-TZVPD, the OMol25 dataset).

Last column: Mulliken charge in e.
Positions of all 75 atoms, in Å:
C -3.349 2.632 2.383  -1.51
C -2.983 1.729 1.207  -0.48
C -2.878 0.244 1.590  -0.92
C -1.456 -0.197 1.995  -0.42
C -0.793 -1.373 1.267  2.29
C -1.764 -2.583 1.413  -2.23
C -1.664 -3.870 0.592  0.50
C -2.854 -4.770 0.819  -1.75
F -0.509 -4.591 0.909  -0.43
C -0.409 -1.132 -0.264  1.88
C 0.267 0.238 -0.485  -0.92
C 0.735 0.508 -1.922  -0.22
P 1.813 1.941 -1.885  0.55
O 1.161 3.155 -1.385  -0.83
O 3.058 1.533 -0.990  -0.21
C 4.218 0.782 -1.397  -0.14
C 3.952 -0.700 -1.582  -0.94
O 2.362 2.027 -3.378  -0.33
C 2.604 3.320 -3.984  -0.28
C 3.872 3.962 -3.463  -1.05
C -1.634 -1.337 -1.244  -0.60
Br -1.128 -2.311 -2.885  -0.06
C -2.493 -0.085 -1.569  -0.09
C -2.895 0.188 -3.018  -1.90
N 0.665 -2.117 -0.462  0.06
C 1.302 -2.434 0.729  -0.25
O 2.201 -3.207 0.802  -0.61
C 0.661 -1.642 1.888  -0.82
I 0.747 -2.953 3.617  0.19
C 1.455 -0.347 2.308  -0.08
Br 3.360 -0.542 1.965  0.06
C 1.173 0.269 3.706  0.15
C 1.033 1.782 3.599  -1.28
Br 2.494 -0.084 5.085  -0.05
H -3.625 3.633 2.046  0.43
H -2.516 2.753 3.081  0.25
H -4.195 2.221 2.940  0.37
H -2.028 2.069 0.790  0.02
H -3.719 1.856 0.408  0.42
H -3.277 -0.371 0.784  0.25
H -3.541 0.065 2.442  0.62
H -0.805 0.675 1.923  -1.40
H -1.472 -0.485 3.051  0.85
H -1.779 -2.859 2.469  1.02
H -2.767 -2.207 1.200  0.38
H -1.571 -3.656 -0.476  0.44
H -3.783 -4.244 0.590  0.34
H -2.886 -5.096 1.861  0.40
H -2.791 -5.649 0.177  0.43
H -0.350 1.068 -0.136  -0.67
H 1.178 0.229 0.111  0.40
H -0.078 0.774 -2.597  0.16
H 1.258 -0.365 -2.314  0.44
H 4.610 1.242 -2.306  0.06
H 4.934 0.946 -0.592  0.42
H 3.245 -1.066 -0.837  0.08
H 3.568 -0.926 -2.579  0.32
H 4.878 -1.263 -1.448  0.44
H 2.658 3.124 -5.054  0.33
H 1.735 3.948 -3.780  0.33
H 3.747 4.316 -2.439  0.29
H 4.127 4.815 -4.096  0.41
H 4.707 3.259 -3.502  0.24
H -2.303 -2.060 -0.798  0.84
H -3.424 -0.201 -1.010  0.53
H -2.014 0.801 -1.161  0.01
H -2.039 0.345 -3.673  0.35
H -3.490 -0.628 -3.429  0.43
H -3.505 1.093 -3.045  0.44
H 0.478 -2.944 -1.014  0.49
H 1.216 0.455 1.618  0.30
H 0.278 -0.193 4.111  0.24
H 0.210 2.056 2.935  0.18
H 1.953 2.221 3.207  0.34
H 0.852 2.220 4.580  0.50

Output
Lowest unoccupied orbital energy: 0.2 eV
Kohn-Sham gap: 0.342 hartree

***

[3]
# C23H41BrP2Ru

A structure of composition C23H41BrP2Ru in a non-equilibrium geometry (ωB97M-V/def2-TZVPD, the OMol25 dataset).

Last column: natural (NBO) charge in e.
Positions of all 68 atoms, in Å:
Ru 0.121 -0.121 -0.716  0.47
C 0.951 1.679 0.465  -0.03
C -0.265 1.924 -0.307  -0.06
C -0.830 0.837 1.683  0.11
C 0.570 1.038 1.693  0.13
C -1.362 1.346 0.457  -0.09
C 2.289 2.238 0.156  -0.67
H 2.405 2.432 -0.915  0.23
H 3.084 1.559 0.483  0.24
H 2.442 3.188 0.684  0.26
C 1.474 0.734 2.824  -0.69
H 2.526 0.834 2.536  0.24
H 1.307 -0.281 3.202  0.26
H 1.288 1.431 3.655  0.27
C -1.627 0.284 2.803  -0.68
H -1.814 1.064 3.557  0.27
H -1.095 -0.534 3.301  0.26
H -2.603 -0.083 2.463  0.24
C -2.803 1.483 0.134  -0.65
H -3.241 2.328 0.682  0.26
H -3.364 0.589 0.431  0.24
H -2.962 1.664 -0.933  0.23
C -0.405 2.915 -1.406  -0.65
H -0.611 3.923 -1.003  0.28
H -1.238 2.654 -2.067  0.23
H 0.514 2.983 -1.994  0.24
C 2.483 -2.871 -5.241  -0.21
C 2.750 -1.644 -5.717  -0.19
C 2.166 -1.032 -6.955  -0.46
C 0.732 -1.473 -7.361  -0.46
C -0.256 -1.593 -6.242  -0.17
C -0.491 -2.724 -5.559  -0.21
C 0.244 -4.023 -5.737  -0.45
C 1.763 -3.923 -6.028  -0.46
H 2.840 -1.235 -7.807  0.25
H 0.784 -2.412 -7.934  0.22
H 2.163 0.068 -6.835  0.22
H 1.929 -3.774 -7.108  0.22
H 2.946 -3.217 -4.307  0.19
H 3.596 -1.087 -5.290  0.21
H 2.204 -4.904 -5.775  0.24
H 0.113 -4.623 -4.818  0.21
H -1.332 -2.780 -4.858  0.18
H -0.232 -4.602 -6.551  0.25
H 0.358 -0.704 -8.055  0.24
H -0.892 -0.716 -6.092  0.20
P 1.672 -1.031 -2.049  1.20
C 3.104 -1.841 -1.409  -0.99
C 2.071 0.232 -3.256  -1.00
P -1.160 -1.396 -2.093  1.18
C 0.402 -2.171 -2.765  -1.07
C -1.986 -0.444 -3.383  -0.97
C -2.331 -2.522 -1.362  -0.98
H 2.822 -2.340 -0.465  0.30
H 3.845 -1.051 -1.196  0.27
H 3.500 -2.567 -2.138  0.28
H 2.184 -0.245 -4.235  0.30
H 3.028 0.681 -2.947  0.27
H 1.295 1.009 -3.315  0.25
H -2.583 -3.325 -2.072  0.28
H -3.232 -1.932 -1.113  0.27
H -1.903 -2.936 -0.434  0.29
H 0.516 -3.213 -2.430  0.31
H 0.472 -2.130 -3.854  0.35
H -3.009 -0.258 -3.016  0.27
H -2.022 -0.991 -4.337  0.28
H -1.465 0.514 -3.518  0.26
Br 0.404 -2.185 0.690  -0.35

Output
Spin multiplicity: 5
Lowest unoccupied orbital energy (spin up / spin down): -6.7 / -9.4 eV
Total charge: +2
Kohn-Sham gap (spin up / spin down): 0.243 / 0.178 hartree